A molecular structure, C11H22CdN6O5 in a non-equilibrium geometry. Source: the OMol25 dataset; level of theory: the ωB97M-V functional and the def2-TZVPD basis.

## Properties
E ... -1304.6540 hartree
E_HOMO (spin up / spin down) ... -6.68 / -6.68 eV
Maximum force ... 3.44 eV Å⁻¹
Kohn-Sham gap (spin up / spin down) ... 6.60 / 6.60 eV

```
! wB97M-V def2-TZVPD RIJCOSX def2/J DEFGRID3
* xyz 0 1
Cd -1.08554 -0.15802 0.71584
O -2.94414 -0.85651 1.95216
O 3.82323 -1.42354 -0.03405
O -4.14016 -1.31824 -0.23470
O 0.81228 -0.84184 -2.05027
O -0.73667 1.75365 -0.51788
N 2.03245 0.90985 -0.00616
N 3.21867 2.61791 0.78993
N -0.50053 -0.57636 -1.62768
N 1.43148 2.89185 3.10564
N -3.04002 -0.89436 -0.79114
N -0.14182 1.64707 2.17821
C 0.08721 -1.80866 1.22405
C -2.67767 -1.52092 -1.92486
C 3.90450 2.15579 -0.32215
C 0.32384 2.98338 3.93224
C 1.11454 2.11276 2.02048
C -1.33539 -1.27238 -2.38678
C -0.63731 2.21072 3.34542
C 2.07159 1.85556 0.93566
C -3.67415 -2.40829 -2.51438
C 3.15691 1.08045 -0.78380
C -0.71317 -1.93819 -3.56508
H -0.47533 1.37459 -1.38594
H 0.96391 -1.31299 1.66472
H 4.82568 2.55951 -0.67705
H -1.59440 2.20833 -0.58740
H -3.09019 -0.42912 2.79241
H -1.64243 1.99576 3.67318
H 0.31077 3.57072 4.83703
H 1.37508 -0.34390 -1.41118
H 3.40343 0.40861 -1.56794
H 3.98972 -2.36221 -0.27822
H 0.23151 -2.76028 0.63451
H -0.02486 -2.74106 -3.22210
H 2.35813 3.28941 3.27326
H -0.16641 -1.21000 -4.19170
H 3.05116 -1.48565 0.56060
H 3.51888 3.41345 1.37283
H -1.48649 -2.38629 -4.20547
H -4.64808 -1.91252 -2.47970
H -3.76017 -3.33029 -1.92576
H -3.33755 -2.60684 -3.52730
H -3.47451 -1.16101 1.17910
H -0.67796 -1.97988 2.03142
*
```


A molecular structure, C11H22Cl2LuO in a non-equilibrium geometry. Source: the OMol25 dataset; level of theory: the ωB97M-V functional and the def2-TZVPD basis.

## Properties
E ... -2663.5342 hartree
E_HOMO ... -1.20 eV
Maximum force ... 2.64 eV Å⁻¹
Kohn-Sham gap ... 4.02 eV

```
! wB97M-V def2-TZVPD RIJCOSX def2/J DEFGRID3
* xyz -1 1
Lu -1.46384 -0.80363 0.70692
Cl -3.03293 -1.85228 -0.85422
Cl -1.49640 1.17634 2.15155
O 0.57390 -1.40446 0.32266
C -1.16082 1.11661 -1.32902
C -0.33630 3.66690 -0.30018
C -2.23566 2.18892 -1.14826
C 0.69195 2.73999 -0.97014
C -1.70793 -2.25235 2.19934
C -1.66299 3.61747 -1.05714
C 1.57233 -1.31795 1.40399
C 2.25433 -2.25321 -1.28500
C 0.87248 -2.42577 -0.68243
C 0.11094 1.39087 -1.28685
C 1.58311 -2.57353 2.24719
H -1.48727 3.97356 -2.07859
H 0.55870 -2.84076 2.53712
H 0.86181 0.62190 -1.50812
H 2.53802 -1.15102 0.91540
H 0.05241 4.69122 -0.28045
H -2.78233 1.97867 -0.21434
H -2.32755 -3.19660 2.10652
H -2.39979 4.28446 -0.59741
H 2.98911 -2.83637 -0.72006
H 2.16399 -2.39391 3.15486
H 2.58466 -1.20912 -1.31500
H -1.54407 0.16411 -1.69065
H 1.02864 3.23618 -1.89490
H -2.98715 2.14464 -1.95193
H 1.28014 -0.43765 1.98930
H 2.24444 -2.63477 -2.31008
H 0.77973 -3.40468 -0.19570
H -0.49414 3.33910 0.73438
H 1.58727 2.65919 -0.33912
H 0.07860 -2.33643 -1.43349
H -1.32695 -2.25608 3.26669
H 2.03954 -3.40957 1.70715
*
```


A molecular structure, C11H22Cl8N2O2 in a non-equilibrium geometry. Source: the OMol25 dataset; level of theory: the ωB97M-V functional and the def2-TZVPD basis.

## Properties
E ... -4373.3638 hartree
E_HOMO ... -9.08 eV
Maximum force ... 11.07 eV Å⁻¹
Kohn-Sham gap ... 8.27 eV

```
! wB97M-V def2-TZVPD RIJCOSX def2/J DEFGRID3
* xyz 0 1
Cl 0.68409 3.30837 -0.77514
Cl 2.73258 -0.42643 -1.22809
Cl 2.46727 -0.34339 1.89060
Cl 0.79606 -2.69385 1.20690
Cl -0.08405 -0.04004 0.32973
Cl 3.97938 2.00290 4.21138
Cl 4.33296 2.12134 -0.00240
Cl -0.21393 -0.71715 3.21162
O 0.66296 0.44720 -3.88376
O -5.12845 -2.73385 1.34899
N -1.10876 -0.11945 -2.59408
N -3.03500 -1.85053 1.19125
C 1.12689 1.74445 -1.44074
C -3.44725 -0.52043 0.64060
C 0.16704 -0.24626 -3.01659
C -1.97364 0.86092 -3.18956
C -3.92332 -2.79083 1.53194
C 0.74820 -0.96227 1.67977
C -1.61389 -2.19041 1.22621
C 3.68121 1.65466 1.56312
C 4.74546 2.02937 2.60744
C 2.05648 1.04761 -0.49974
C -1.62832 -0.93280 -1.47475
H 4.95390 3.08753 2.44943
H -2.49026 1.34241 -2.35928
H 0.72906 -0.98669 -2.42660
H -1.27311 -0.49665 -0.54111
H -3.03728 -0.40272 -0.36248
H 3.34245 0.62120 1.63585
H 5.71518 1.55020 2.47273
H -1.14756 -1.45801 1.88518
H -1.39457 1.62226 -3.71220
H 2.75759 2.20834 1.73181
H -2.70634 -0.90330 -1.31628
H 2.93480 1.68089 -0.37481
H -4.53012 -0.39606 0.63572
H 0.21447 1.20887 -1.70294
H -2.67839 0.44531 -3.90977
H -1.29168 -2.04486 0.19515
H -3.01124 0.32820 1.16768
H -1.42963 -1.99171 -1.64009
H 1.63326 0.86083 0.48723
H -3.52753 -3.62870 2.12653
H 1.70042 1.96800 -2.34029
H -1.48750 -3.26428 1.36375
*
```